68
Properties=species:S:1:pos:R:3:nbo_charge:R:1 method="wB97M-V/def2-TZVPD" total_charge=+2 gap_ha="0.2322 / 0.2323" mol_weight_g_mol=736.8 energy_ha=-2096.78161
Pd 0.79 -0.31 0.18 0.813
C 0.88 -1.19 5.51 -0.434
N 0.87 -1.69 4.13 -0.380
C 0.41 -3.06 3.88 -0.427
C 1.23 -0.92 3.09 0.660
N 1.17 -1.34 1.85 -0.767
N 1.71 0.32 3.42 -0.611
C 2.18 1.31 2.57 0.636
N 2.87 2.29 3.19 -0.786
N 1.95 1.25 1.30 -0.835
H 0.48 -1.96 6.16 0.253
H 0.25 -0.31 5.62 0.218
H 1.89 -0.97 5.86 0.212
H 0.33 -3.58 4.83 0.245
H 1.14 -3.60 3.27 0.218
H -0.56 -3.07 3.39 0.219
H 0.80 -2.28 1.79 0.399
H 1.87 0.48 4.40 0.424
H 3.05 2.28 4.18 0.417
H 3.18 3.09 2.67 0.423
H 2.37 2.02 0.79 0.389
N 4.09 -0.84 -0.01 -0.789
C 3.49 -1.59 -0.97 0.410
C 4.26 -2.43 -1.80 -0.285
C 3.65 -3.16 -2.78 -0.107
C 2.26 -3.05 -2.95 -0.281
C 1.59 -2.21 -2.11 0.049
N 2.17 -1.47 -1.14 -0.575
H 5.06 -1.00 0.21 0.410
H 3.52 -0.34 0.65 0.403
H 5.33 -2.49 -1.64 0.237
H 4.24 -3.81 -3.42 0.243
H 1.74 -3.61 -3.71 0.242
H 0.51 -2.11 -2.19 0.189
F -3.43 5.85 1.15 -0.292
C -2.77 4.86 0.55 0.440
C -3.50 3.82 -0.01 -0.265
C -2.81 2.79 -0.63 -0.203
C -1.41 2.81 -0.68 -0.405
C -0.71 3.87 -0.11 -0.200
C -1.39 4.91 0.52 -0.275
Sb -0.40 1.22 -1.58 1.307
C -1.26 1.01 -3.47 -0.293
C -2.09 2.03 -3.94 -0.231
C -2.69 1.90 -5.19 -0.260
C -2.42 0.77 -5.94 0.442
F -3.00 0.64 -7.13 -0.290
C -1.58 -0.24 -5.50 -0.265
C -0.98 -0.11 -4.26 -0.240
C -1.44 -0.33 -0.48 -0.431
C -1.66 -0.08 0.89 -0.252
C -2.30 -1.02 1.70 -0.270
C -2.72 -2.19 1.13 0.422
F -3.33 -3.10 1.89 -0.298
C -2.55 -2.48 -0.23 -0.263
C -1.91 -1.55 -1.02 -0.194
H -4.58 3.83 0.04 0.256
H -3.37 1.97 -1.07 0.234
H 0.37 3.91 -0.15 0.214
H -0.87 5.75 0.96 0.251
H -2.28 2.92 -3.36 0.235
H -3.34 2.67 -5.59 0.256
H -1.39 -1.09 -6.14 0.253
H -0.29 -0.87 -3.93 0.217
H -1.43 0.89 1.30 0.242
H -2.50 -0.83 2.75 0.239
H -2.93 -3.41 -0.63 0.258
H -1.80 -1.76 -2.08 0.232